No. 1
C47H51IrN2P2S3Se2 | wB97M-V/def2-TZVPD

XYZ file:
```
108
Properties=species:S:1:pos:R:3:forces:R:3:mulliken_charge:R:1
Ir 0.082 0.291 1.843 0.0 0.7 0.9 0.80
C 0.910 1.210 5.022 -0.3 -0.1 -0.1 -0.65
C 1.123 2.578 4.409 0.0 0.0 -0.3 -1.21
S 1.142 2.577 2.567 0.1 -0.1 0.1 0.42
C -0.002 3.967 2.231 0.1 -0.4 -0.2 -0.42
C -1.501 3.687 2.264 0.1 -0.4 0.0 -1.02
S -2.026 1.994 1.773 1.3 -1.4 0.2 0.23
C -2.795 1.398 3.319 0.1 -0.1 -0.1 -0.65
C -1.894 1.302 4.532 0.3 -0.1 0.0 -0.76
S -0.432 0.209 4.293 0.1 0.3 -1.1 0.13
H 0.699 1.300 6.089 0.1 0.0 0.0 0.62
H 1.796 0.586 4.898 0.0 -0.1 0.1 0.21
H 2.095 2.960 4.727 -0.1 0.0 0.0 0.59
H 0.362 3.290 4.726 0.0 0.0 0.0 0.54
H 0.300 4.314 1.246 -0.1 0.0 0.1 -0.36
H 0.247 4.746 2.952 0.1 0.0 -0.1 0.82
H -1.986 4.351 1.548 -0.1 0.0 0.0 0.60
H -1.938 3.875 3.242 0.0 0.0 0.1 0.56
H -3.178 0.414 3.052 -0.1 0.0 -0.1 -0.19
H -3.633 2.061 3.537 -0.1 0.0 0.0 0.77
H -2.463 0.861 5.354 0.0 0.1 0.0 0.62
H -1.524 2.273 4.856 -0.1 0.0 0.0 0.41
Se -0.081 -3.235 0.416 0.4 1.4 -1.2 0.16
Se 1.236 -3.764 2.179 0.8 -0.2 0.2 0.15
C 2.325 -2.251 2.698 -0.8 -0.5 0.0 0.17
C 3.306 -2.570 3.637 0.1 0.1 -0.1 -0.92
C 4.190 -1.589 4.043 -0.2 -0.1 -0.1 -0.73
C 4.114 -0.341 3.430 -0.1 0.0 -0.3 -1.15
C 3.108 -0.121 2.509 0.7 0.6 0.3 -0.50
N 2.184 -1.033 2.186 -1.4 0.9 0.2 0.58
C 1.223 -2.644 -1.067 -1.5 -1.7 1.3 -1.54
C 1.882 -3.277 -2.999 0.6 0.3 -1.8 -0.14
C 3.015 -2.388 -3.337 -0.8 -0.5 0.8 -0.97
C 3.677 -1.637 -2.393 0.6 -0.1 -0.3 -1.41
C 3.240 -1.315 -1.120 -2.1 -0.3 0.6 -0.32
N 1.917 -1.457 -0.658 2.5 0.6 -0.4 1.91
H 3.358 -3.578 4.027 0.0 0.0 0.0 0.55
H 4.933 -1.795 4.798 0.1 0.0 0.0 0.48
H 4.824 0.437 3.657 0.0 0.1 0.0 0.58
H 3.035 0.827 1.992 0.0 0.1 0.1 0.61
H 1.698 -4.014 -3.782 0.1 0.1 0.0 0.77
H 3.411 -2.460 -4.335 0.3 0.0 -0.2 0.60
H 4.661 -1.270 -2.658 0.1 0.0 0.1 0.59
H 3.922 -0.915 -0.386 0.1 0.5 -0.2 1.07
C -3.849 -3.393 1.349 0.0 0.0 0.1 -1.44
C -3.048 -2.971 2.584 -0.2 -0.3 0.2 1.97
C -2.256 -4.166 3.136 -0.1 0.0 -0.1 -1.23
C -3.975 -2.418 3.677 0.1 -0.2 -0.2 -1.76
C -2.094 -1.944 2.200 1.1 1.6 -0.5 0.18
C -1.244 -1.159 1.799 -1.2 -0.5 1.1 -0.42
H -4.501 -4.223 1.604 -0.1 -0.1 0.0 0.44
H -3.173 -3.712 0.554 -0.1 0.0 0.0 0.15
H -4.460 -2.574 0.980 0.0 0.1 -0.1 0.39
H -2.941 -4.899 3.552 -0.1 -0.1 0.0 0.50
H -1.569 -3.854 3.921 0.0 0.0 0.0 0.29
H -1.688 -4.649 2.337 0.0 0.0 0.1 0.15
H -4.665 -3.196 3.990 -0.1 0.0 0.1 0.49
H -4.556 -1.580 3.301 -0.1 0.1 0.0 0.35
H -3.400 -2.101 4.543 0.1 0.0 0.2 0.27
C 0.220 0.118 -2.124 0.1 -0.3 0.1 0.10
P 0.967 0.001 -0.413 -0.9 1.3 0.1 -0.05
C 1.969 1.529 -0.564 0.2 -0.1 0.2 0.76
C 3.332 1.758 -0.682 -0.1 -0.1 -0.1 -0.64
C 3.809 3.048 -0.867 0.1 0.1 0.0 -1.06
C 2.940 4.123 -0.922 0.0 0.0 0.1 -1.42
C 1.578 3.906 -0.774 0.1 0.0 0.0 -0.62
C 1.101 2.625 -0.585 0.1 -0.2 0.0 -0.69
C 0.604 -2.617 -2.450 0.5 -0.8 0.3 2.22
C 2.061 -3.843 -1.556 -0.2 0.1 0.4 0.45
C 1.342 -5.148 -1.407 -0.4 -0.5 -0.7 -1.32
C 0.106 -5.444 -1.857 0.9 -0.3 0.3 -0.74
C -0.858 -4.569 -2.487 -0.2 0.8 -0.2 -0.70
C -0.666 -3.262 -2.751 -0.4 -0.6 0.0 -1.22
P -1.527 0.646 -2.482 -1.1 -0.5 0.9 -0.25
C -1.572 2.479 -2.319 0.6 -0.5 -0.3 0.32
C -0.722 3.255 -3.106 -0.3 0.3 0.3 -0.25
C -0.792 4.633 -3.029 0.1 0.0 -0.2 -0.90
C -1.708 5.245 -2.186 0.0 0.0 0.1 -0.59
C -2.559 4.472 -1.412 0.0 0.2 0.1 -0.62
C -2.496 3.089 -1.480 0.1 -0.2 0.0 -0.17
C -1.560 0.537 -4.297 0.2 0.0 -0.1 0.61
C -2.581 1.262 -4.928 0.3 -0.2 0.2 -0.62
C -2.604 1.378 -6.303 0.0 -0.3 -0.1 -0.71
C -1.637 0.733 -7.064 0.1 -0.1 0.1 -0.66
C -0.647 -0.022 -6.446 -0.2 0.0 -0.4 -0.77
C -0.620 -0.148 -5.071 -0.3 0.5 0.3 0.07
H 0.293 -0.969 -2.487 -0.2 1.0 0.0 -1.56
H 0.905 0.722 -2.733 0.2 -0.2 0.2 1.20
H 4.040 0.952 -0.644 0.2 0.0 0.0 0.46
H 4.870 3.209 -0.980 0.1 0.0 0.0 0.51
H 3.313 5.125 -1.065 0.1 0.1 -0.1 0.51
H 0.886 4.733 -0.822 0.0 0.1 0.0 0.76
H 0.037 2.456 -0.467 0.0 0.1 0.0 0.23
H 3.090 -3.914 -1.204 0.0 0.1 0.0 0.53
H 1.927 -5.948 -0.975 0.0 0.0 0.0 0.57
H -0.226 -6.465 -1.739 0.0 -0.1 0.1 0.52
H -1.804 -5.017 -2.755 -0.1 0.0 -0.1 0.54
H -1.431 -2.692 -3.264 -0.1 0.1 0.0 0.50
H -0.018 2.786 -3.779 0.1 0.0 -0.1 0.42
H -0.135 5.233 -3.641 0.0 0.1 -0.1 0.48
H -1.767 6.321 -2.147 0.0 0.1 0.0 0.48
H -3.292 4.949 -0.779 -0.1 0.1 0.0 0.65
H -3.175 2.482 -0.900 -0.1 -0.1 0.0 0.63
H -3.344 1.745 -4.332 0.0 0.1 0.0 0.45
H -3.378 1.959 -6.781 -0.1 0.0 -0.1 0.45
H -1.670 0.794 -8.140 0.1 0.1 -0.1 0.41
H 0.111 -0.513 -7.037 0.0 -0.1 -0.1 0.45
H 0.152 -0.748 -4.614 0.2 0.0 0.1 0.33
```
Forces are in eV/Å.

## Properties
total energy	-8714.4026	Eh
lowest unoccupied orbital energy (alpha / beta)	-10.0 / -9.8	eV
HOMO (alpha / beta)	-0.53118 / -0.53094	Ha
expectation value of S²	0.76
relative energy (zero: lowest compared OMol25 entry of this formula, charge and spin)	679.9	kJ/mol
net charge	+3
frontier orbital gap (alpha / beta)	4.4 / 4.6	eV
spin multiplicity	2

No. 2
C4H9BrN3 | wB97M-V/def2-TZVPD

XYZ file:
```
17
Properties=species:S:1:pos:R:3:forces:R:3:nbo_charge:R:1
C 0.343 1.362 -0.015 0.7 -0.6 1.2 0.69
C -1.089 -1.376 -0.531 2.3 -1.2 -0.3 -0.42
C -0.019 -2.294 -0.015 -2.2 -0.8 3.6 -0.39
C -0.221 -0.918 0.624 1.7 -1.5 -0.1 -0.13
N -1.002 1.644 0.035 1.2 -0.8 0.4 -0.78
N 0.788 0.081 0.345 -0.5 3.0 -1.1 -0.45
N 1.219 2.384 -0.334 -0.9 -1.4 0.3 -0.77
Br 2.677 -0.274 0.345 -1.5 0.2 0.1 0.31
H -0.838 -1.152 -1.585 -0.7 0.7 0.9 0.26
H -2.004 -1.733 -0.218 -2.3 -0.1 0.0 0.24
H -0.152 -3.231 0.636 -0.8 1.8 -0.7 0.24
H 0.794 -2.565 -0.532 3.0 0.2 -2.4 0.23
H -0.476 -1.011 1.696 -0.4 0.5 -0.9 0.25
H -1.764 1.106 0.425 1.0 -0.9 0.3 0.44
H -1.436 2.267 -0.585 0.3 1.6 -1.1 0.42
H 0.980 3.334 -0.171 -1.4 0.6 -0.1 0.42
H 2.200 2.375 -0.120 0.4 -1.3 -0.1 0.43
```
Forces are in eV/Å.

## Properties
total energy	-2895.7751	Eh
SMILES string	NC(=[NH2+])N(Br)C1CC1
lowest unoccupied orbital energy	-4.5	eV
HOMO	-0.51457	Ha
relative energy (zero: lowest compared OMol25 entry of this formula, charge and spin)	147.0	kJ/mol
net charge	+1
frontier orbital gap	9.5	eV

No. 3
C5H6MnO4 | wB97M-V/def2-TZVPD

XYZ file:
```
16
Properties=species:S:1:pos:R:3:forces:R:3:nbo_charge:R:1
C 0.921 0.811 -1.206 0.2 1.7 1.1 -0.97
C 1.423 0.204 0.004 2.9 -0.6 1.6 -0.21
H 1.631 1.097 -1.992 0.3 0.0 0.4 0.25
H 0.906 1.765 -0.409 -1.6 -0.8 -3.3 0.31
H 2.123 0.870 0.518 0.0 -0.3 0.2 0.19
Mn -0.443 -0.585 -1.876 -0.5 1.2 0.9 1.47
C 1.362 -1.086 0.717 -0.1 -0.5 -0.3 -0.17
O 0.154 -1.235 1.571 -0.1 -0.7 0.4 -0.45
C -0.993 -0.807 1.182 0.4 1.4 0.1 1.04
O -1.247 -0.342 0.060 -0.5 -1.1 -0.7 -0.82
O -1.847 -0.711 2.163 -0.1 -0.3 0.5 -0.62
H 2.151 -1.201 1.471 -0.2 0.4 -0.3 0.25
H 1.456 -1.989 0.104 -0.5 -0.1 -0.2 0.19
H -2.609 -0.170 1.913 -0.1 -0.2 -0.2 0.52
C -2.878 2.105 -2.112 0.1 0.0 0.0 0.63
O -2.110 1.273 -2.109 -0.3 0.0 -0.2 -0.62
```
Forces are in eV/Å.

## Properties
total energy	-1645.6722	Eh
lowest unoccupied orbital energy (alpha / beta)	-5.4 / -5.4	eV
HOMO (alpha / beta)	-0.41699 / -0.50368	Ha
expectation value of S²	12.02
relative energy (zero: lowest compared OMol25 entry of this formula, charge and spin)	239.6	kJ/mol
net charge	+1
frontier orbital gap (alpha / beta)	6.0 / 8.3	eV
spin multiplicity	7